ORCA calculation (ωB97M-V/def2-TZVPD) on one molecule with the formula C26H45Cl2IN2O6S.

Properties
lowest unoccupied orbital energy	0.0067	eV
spin multiplicity	1
max |F|	1.23	eV/A

```
83
Properties=species:S:1:pos:R:3:mulliken_charge:R:1
C 5.32245 3.01508 2.81918 -1.383
C 5.11911 2.11888 1.59118 -0.164
C 4.08082 1.00264 1.84779 -1.124
C 3.19466 0.68143 0.64100 0.363
C 3.82453 -0.32464 -0.34691 -0.263
C 4.59266 0.31840 -1.51235 -0.864
C 3.75001 0.72095 -2.76095 -0.924
C 2.23438 0.73838 -2.56089 0.768
C 1.48438 1.08178 -3.86712 -1.327
C 0.00039 0.75166 -3.69243 -0.998
C -0.68531 1.64537 -2.63158 -0.593
C -1.19139 0.81615 -1.44591 0.914
C -2.26375 1.52932 -0.64210 -1.153
O -1.81263 2.81944 -0.24541 -0.240
C -2.53100 3.89068 -0.79335 -0.139
N -1.80369 5.10455 -0.45838 -0.442
C -2.32526 6.02994 0.10839 0.544
S -2.99813 7.19541 0.89944 -0.397
C -2.69930 0.74799 0.63415 -0.128
I -1.13784 1.12562 2.11768 0.172
C -4.09790 1.28544 1.07582 -0.867
C -4.14263 2.15335 2.31123 0.285
O -3.95679 3.32209 2.30903 -0.417
Cl -4.54173 1.32454 3.82200 -0.160
O -2.77537 -0.57529 0.20936 -0.126
C -2.86905 -1.70079 1.07287 0.556
C -3.79935 -2.67383 0.33113 -0.617
C -4.18587 -3.92595 1.13012 -0.780
C -3.60517 -5.22154 0.55603 -0.547
Cl -4.03559 -5.47109 -1.15555 -0.208
C -1.49435 -2.35228 1.26871 -0.894
C -0.77152 -2.60783 -0.07095 -0.788
C 0.67853 -2.13053 -0.03805 0.292
O 1.36173 -2.55228 1.11981 -0.339
C 2.16503 -3.70803 0.97772 -0.910
O -3.54027 -1.37926 2.28590 -0.169
N -2.81848 -1.71789 3.47206 0.225
O -3.51230 -1.61042 4.39253 -0.379
H 4.60730 3.83949 2.82242 0.310
H 6.31918 3.45961 2.82088 0.376
H 5.18933 2.44512 3.74018 0.355
H 4.76620 2.73218 0.75793 0.252
H 6.06774 1.67135 1.28597 0.309
H 3.44663 1.32774 2.67789 0.490
H 4.60751 0.10215 2.17494 0.378
H 2.96636 1.61483 0.11793 0.269
H 2.23902 0.27603 0.98770 -0.450
H 4.54197 -0.92671 0.21995 0.730
H 3.06099 -1.01242 -0.71166 -0.206
H 5.34700 -0.40162 -1.83968 0.392
H 5.12992 1.19941 -1.15583 0.216
H 4.03450 1.73558 -3.04908 0.299
H 3.97407 0.02661 -3.57330 0.276
H 1.86047 -0.23186 -2.22542 -0.100
H 1.97174 1.50800 -1.83069 0.065
H 1.61677 2.14554 -4.08125 0.376
H 1.91024 0.46898 -4.66613 0.441
H -0.53560 0.81167 -4.64258 0.438
H -0.04871 -0.30041 -3.38969 0.321
H -1.52785 2.14016 -3.12368 0.472
H 0.01539 2.40220 -2.27830 0.360
H -1.63413 -0.09114 -1.85770 0.537
H -0.34527 0.56988 -0.80132 -0.901
H -3.14002 1.67150 -1.28757 0.733
H -2.58967 3.81818 -1.88469 0.235
H -3.55032 3.94149 -0.39062 0.377
H -4.73176 0.41599 1.23923 0.619
H -4.53122 1.88409 0.27624 0.392
H -4.70915 -2.09756 0.14004 0.471
H -3.39193 -2.91378 -0.64942 0.402
H -5.26925 -4.03508 1.08445 0.417
H -3.84734 -3.88073 2.16590 0.257
H -2.52016 -5.24413 0.65501 0.203
H -4.01499 -6.06845 1.10330 0.469
H -1.63092 -3.31190 1.77000 0.469
H -0.85039 -1.76737 1.92015 0.738
H -0.75303 -3.68846 -0.25704 0.434
H -1.29511 -2.16643 -0.91886 0.469
H 1.19467 -2.43365 -0.95663 0.790
H 0.68484 -1.03523 -0.02874 -1.199
H 3.16927 -3.48930 1.34610 0.250
H 2.21647 -4.04956 -0.05916 0.395
H 1.76523 -4.52941 1.58162 0.299
```

ORCA calculation (ωB97M-V/def2-TZVPD) on one molecule with the formula C6H10O.

Properties
lowest unoccupied orbital energy	0.7001	eV
energy relative to the best compared isomer or geometry (same formula, charge and spin)	267.5	kJ/mol
spin multiplicity	1
max |F|	0.30	eV/A

```
17
Properties=species:S:1:pos:R:3:mulliken_charge:R:1
C -0.41629 -0.55046 2.33842 -1.321
C -0.20170 -0.36546 0.85903 1.178
C 0.66945 0.51307 0.34821 -0.604
C 0.89679 0.84002 -1.10965 -0.446
C -0.38457 1.01467 -1.92734 -1.139
C -1.12635 -1.19822 0.05838 -0.662
O -0.50359 -2.21373 -0.49230 -0.221
H -0.15228 -1.57140 2.63869 0.282
H -1.46739 -0.39686 2.60468 0.348
H 0.20127 0.14268 2.91617 0.354
H 1.22461 1.12431 1.05891 0.291
H 1.54625 0.09167 -1.58376 0.264
H 1.47342 1.76804 -1.16689 0.323
H -0.18299 1.44830 -2.91213 0.365
H -0.89457 0.05982 -2.07778 0.324
H -1.09510 1.65792 -1.39071 0.309
H 0.46066 -2.20925 -0.29762 0.355
```

ORCA calculation (ωB97M-V/def2-TZVPD) on C34H24Cl5I2N2OSbTi as an isolated structure.

Properties
lowest unoccupied orbital energy	-1.2850	eV
energy relative to the best compared isomer or geometry (same formula, charge and spin)	204.3	kJ/mol
spin multiplicity	1
max |F|	1.03	eV/A

```
70
Properties=species:S:1:pos:R:3:mulliken_charge:R:1
Ti -1.36971 -0.63992 -0.81544 -1.010
I -2.34330 -1.53306 1.49129 -0.133
C -4.08308 -3.88764 -1.20870 -0.808
I -2.05029 -3.38600 -1.64417 0.131
H -4.56871 -2.91230 -1.09952 0.115
H -3.97724 -4.37287 -0.23524 0.206
Cl 1.25522 -2.87624 -1.74462 -0.064
C 1.03835 -1.49142 -2.76364 1.384
C -0.00703 -0.58925 -2.51784 -0.922
C -0.02967 0.52793 -3.36034 1.145
Cl -1.26807 1.73946 -3.18729 -0.225
C 0.91456 0.75098 -4.36600 -0.437
Cl 0.84808 2.16113 -5.35057 -0.192
C 1.92502 -0.17857 -4.56915 0.456
Cl 3.11250 0.08115 -5.78368 -0.172
C 1.98550 -1.31460 -3.76846 -0.491
Cl 3.25464 -2.44843 -4.00220 -0.160
O -1.53714 1.03628 -0.19907 0.803
C -2.51743 1.83973 0.24883 0.351
C -2.23752 2.79207 1.21915 -0.273
C -3.25017 3.60264 1.69298 -0.671
C -4.54804 3.46705 1.20292 -0.918
C -4.81649 2.52205 0.23249 -1.107
C -3.80537 1.69803 -0.26537 0.624
C -4.05938 0.72863 -1.32704 0.153
N -3.26546 -0.25946 -1.73699 0.893
C -3.88540 -0.85519 -2.81930 -0.879
C -5.06329 -0.23234 -3.05215 -0.822
N -5.15985 0.75525 -2.10092 -0.023
H -1.22563 2.87100 1.59496 0.177
H -3.03166 4.33727 2.45659 0.483
H -5.34549 4.08850 1.58542 0.400
H -5.83558 2.40900 -0.11755 0.405
H -3.44204 -1.68797 -3.33247 0.472
H -5.82928 -0.40540 -3.78504 0.444
H -5.89897 1.43208 -2.02993 0.191
C 5.34129 -0.01759 -1.65759 -0.634
C 5.23261 -0.99022 -0.67453 -0.698
C 4.03772 -1.16100 0.01068 -0.796
C 2.94087 -0.35627 -0.28416 1.080
C 3.05497 0.61081 -1.28052 -0.510
C 4.25187 0.78450 -1.96101 -1.091
Sb 1.06751 -0.61507 0.68957 1.691
C 1.03960 1.13904 1.89174 0.662
C 1.49007 2.36003 1.40028 -0.356
C 1.39185 3.50786 2.17559 -0.663
C 0.83447 3.44411 3.44559 -0.576
C 0.37603 2.23014 3.93800 -0.714
C 0.47654 1.08189 3.16363 -0.399
C 1.54760 -2.04342 2.16272 0.522
C 0.93384 -3.29174 2.14375 -0.713
C 1.26679 -4.24098 3.10066 -0.625
C 2.20933 -3.94427 4.07428 -0.523
C 2.82494 -2.70030 4.09362 -0.770
C 2.49768 -1.74970 3.13745 -0.404
H 6.27246 0.10877 -2.19480 0.392
H 6.07847 -1.62489 -0.44271 0.430
H 3.96272 -1.93035 0.76967 0.378
H 2.20171 1.22416 -1.55470 0.509
H 4.32587 1.53458 -2.73909 0.470
H 1.93518 2.42799 0.41502 0.198
H 1.75206 4.45142 1.78569 0.419
H 0.75961 4.33891 4.05026 0.398
H -0.06333 2.17337 4.92579 0.401
H 0.10555 0.14169 3.55631 0.432
H 0.18468 -3.52319 1.39500 0.264
H 0.78376 -5.20926 3.08631 0.424
H 2.46470 -4.68426 4.82188 0.377
H 3.55993 -2.46845 4.85382 0.401
H 2.97847 -0.77786 3.15987 0.501
```

ORCA calculation (ωB97M-V/def2-TZVPD) on C34H48BrN4O4P2S3Sn as an isolated structure.

Properties
lowest unoccupied orbital energy	-7.6753	eV
energy relative to the best compared isomer or geometry (same formula, charge and spin)	0.0	kJ/mol
total charge	+3
spin multiplicity	1
max |F|	0.70	eV/A

```
97
Properties=species:S:1:pos:R:3:mulliken_charge:R:1
Sn -0.14762 -0.95825 -0.52454 1.281
C -1.45950 -0.15764 -3.74939 -0.939
C -2.44408 -0.81637 -2.84394 0.388
N -2.18955 -1.15959 -1.59981 1.205
C -3.30750 -1.72086 -0.97570 -0.925
C -4.38366 -1.81906 -1.79327 -0.303
S -4.02803 -1.18321 -3.33606 -0.173
C -3.23955 -2.05165 0.45237 -0.278
C -4.22801 -2.48172 1.27603 -0.247
S -3.64993 -2.59224 2.88222 -0.098
C -2.11058 -2.06233 2.39464 0.046
N -2.04240 -1.82808 1.10080 0.875
C -0.98005 -1.84992 3.34550 -0.876
H -0.51415 0.01072 -3.23173 -0.492
H -1.83632 0.80920 -4.08384 0.541
H -1.26877 -0.76644 -4.63339 0.571
H -5.36503 -2.19971 -1.56130 0.524
H -5.25198 -2.71431 1.02912 0.530
H -1.05116 -0.85977 3.80225 0.017
H -0.02197 -1.91274 2.82944 0.133
H -0.98714 -2.59348 4.14096 0.536
C 3.35560 1.66519 4.91135 -1.386
P 2.17034 1.36832 3.55028 0.686
C 2.91202 -0.09685 2.74075 -1.059
C 2.62812 2.70230 2.36757 0.753
C 3.94498 2.98372 2.02718 -0.317
C 4.26011 4.03127 1.17161 -1.082
C 3.25281 4.80435 0.61695 -0.818
C 1.92712 4.53277 0.91711 -0.831
C 1.61712 3.49230 1.79835 0.310
P -0.07864 3.34565 2.31331 1.002
C -0.30933 3.82400 4.01613 -1.371
C -1.11705 4.41207 1.31763 -1.596
H 4.39584 1.62255 4.58712 0.377
H 3.20516 0.90723 5.68066 0.436
H 3.17126 2.64081 5.36174 0.391
H 3.94235 0.08054 2.42807 0.465
H 2.32045 -0.37022 1.86693 -0.018
H 2.91492 -0.92161 3.45571 0.478
H 4.74603 2.39017 2.45046 0.326
H 5.29544 4.24542 0.94067 0.465
H 3.49240 5.62365 -0.04736 0.464
H 1.16305 5.14527 0.46150 0.394
H 0.27965 4.72319 4.20332 0.476
H 0.03157 3.02831 4.67636 0.352
H -1.36430 4.03286 4.19721 0.463
H -0.84528 5.45545 1.47493 0.558
H -2.15230 4.29059 1.64240 0.421
H -1.02796 4.16143 0.26108 0.431
Br -6.85263 0.13960 0.99821 -0.078
C -5.30591 0.53341 1.99630 -0.659
C -5.34256 0.45366 3.38464 -0.472
C -4.19956 0.72315 4.12414 -1.235
C -3.02041 1.07538 3.48623 -0.089
C -2.99517 1.15944 2.09356 0.912
C -4.14226 0.89109 1.34285 -0.050
C -1.76966 1.49800 1.35357 -0.595
O -1.59691 1.39821 0.17392 -0.796
O -0.70760 1.87399 2.16312 0.916
H -6.26433 0.18577 3.88419 0.483
H -4.23626 0.65708 5.20318 0.486
H -2.12743 1.26565 4.06440 0.537
H -4.11654 0.97691 0.26546 0.735
C 1.45087 -4.91600 -4.38994 -1.172
N 0.84847 -3.72499 -3.78290 0.122
C 0.98551 -2.51174 -4.57732 -0.325
C 0.49666 -3.65047 -2.49491 0.614
O 0.54426 -2.50611 -1.90678 -0.808
N 0.14544 -4.76186 -1.82340 0.155
C -0.54983 -5.89012 -2.44888 -1.223
C 0.13639 -4.76181 -0.37042 -1.116
H 2.37710 -4.61173 -4.87671 0.402
H 0.79506 -5.36052 -5.13779 0.341
H 1.69495 -5.65107 -3.63129 0.392
H 0.62194 -2.70762 -5.58536 0.555
H 2.03228 -2.20730 -4.64015 0.419
H 0.40878 -1.70657 -4.13504 -0.656
H -0.84577 -5.63886 -3.46219 0.413
H -1.45344 -6.09626 -1.87411 0.417
H 0.06650 -6.78820 -2.46214 0.350
H 0.95805 -4.16123 0.01629 0.328
H 0.27825 -5.78488 -0.02687 0.451
H -0.81422 -4.39976 0.02760 0.289
O 1.57944 1.36053 -0.61696 -0.635
S 2.59250 2.04689 -1.49932 0.451
C 3.60045 0.77997 -2.31207 -0.331
C 3.80047 1.27757 -3.73440 -0.806
C 2.41614 1.71617 -4.21749 -0.234
C 1.76449 2.49408 -3.06893 -0.707
H 3.00919 -0.13978 -2.28096 -0.107
H 4.51915 0.64126 -1.74531 0.511
H 4.23476 0.49997 -4.36179 0.406
H 4.49478 2.12051 -3.75224 0.313
H 1.81810 0.83696 -4.46840 -0.103
H 2.47818 2.32827 -5.11527 0.456
H 0.71367 2.25773 -2.89653 0.162
H 1.85414 3.57233 -3.19119 0.494
```

ORCA calculation (ωB97M-V/def2-TZVPD) on C2H3MgOP as an isolated structure.

Properties
lowest unoccupied orbital energy (alpha / beta)	-1.7751 / -1.7806	eV
spin multiplicity	1
max |F|	1.33	eV/A

```
8
Properties=species:S:1:pos:R:3:mulliken_charge:R:1
P -0.79761 -1.78195 -3.74997 -0.218
O -0.63344 -0.82610 0.18940 -0.684
C 0.03721 -0.06313 1.02624 0.243
H -0.12030 -0.30553 2.09058 0.273
C 0.78736 1.01386 0.72375 -0.776
H 1.25293 1.58903 1.52419 0.235
H 0.89029 1.36247 -0.30705 0.157
Mg -1.41645 -0.98864 -1.49713 0.771
```

ORCA calculation (ωB97M-V/def2-TZVPD) on a 2-piece molecular cluster, C6H12NO3 overall.

Properties
lowest unoccupied orbital energy	3.5637	eV
energy relative to the best compared isomer or geometry (same formula, charge and spin)	26.8	kJ/mol
total charge	-1
spin multiplicity	1
max |F|	2.25	eV/A

```
22
Properties=species:S:1:pos:R:3:mulliken_charge:R:1
C 0.38011 0.82740 -1.47375 0.512
C -0.70685 1.02788 -2.52592 -1.182
C 1.03489 2.12892 -0.92031 0.606
O 1.89687 1.94892 -0.02061 -0.820
O 0.62521 3.21113 -1.39475 -0.731
H -0.04678 0.33883 -0.60692 -0.702
H 1.22297 0.25261 -1.84320 0.352
H -1.04707 2.03106 -2.43456 0.338
H -1.49198 0.28019 -2.37997 0.317
H -0.33213 0.93578 -3.55557 0.248
C 0.16282 -1.74132 1.20406 -0.131
C -1.27052 -2.02115 0.73167 -1.209
C 0.13307 -0.57633 2.19772 0.364
O -0.67495 -0.56877 3.12898 -0.686
N 1.15402 0.31475 2.12789 -0.362
H 0.61760 -2.51259 1.80721 0.348
H 0.73354 -1.35088 0.35616 0.229
H -1.81255 -2.77109 1.29638 0.315
H -1.27656 -2.31334 -0.33499 0.331
H 1.01319 1.06944 2.78381 0.256
H 1.53885 0.58484 1.20819 0.281
H -1.85374 -1.09630 0.64847 0.326
```